# C17H40O6P2PtSe2

A molecular structure, C17H40O6P2PtSe2 (ωB97M-V/def2-TZVPD, the Open Molecules 2025 dataset).

Last column: Löwdin charge in e.
Geometry (Å):
Pt: -0.64030 0.12346 0.20286  0.67
C: 1.22484 2.56931 1.48428  -0.30
Se: -0.67498 2.20413 1.31599  0.99
C: -1.04563 1.69658 3.16681  -0.48
C: -0.51712 0.32530 3.51349  -0.48
Se: -1.07830 -1.03661 2.22402  0.99
C: -2.98894 -0.91392 2.56251  -0.30
H: 1.32908 3.48330 2.06376  0.05
H: 1.59432 2.72109 0.47335  0.03
H: 1.74244 1.73835 1.95361  0.04
H: -2.12703 1.75966 3.26991  0.07
H: -0.60739 2.47328 3.79347  0.09
H: -0.87162 -0.00736 4.48960  0.09
H: 0.57105 0.28593 3.52059  0.07
H: -3.12368 -1.15711 3.61435  0.05
H: -3.47501 -1.66732 1.94757  0.02
H: -3.38168 0.07010 2.32967  0.04
C: 0.70840 -4.89591 -3.66934  -0.03
C: 0.49444 -3.46881 -4.10830  -0.40
C: 1.59895 -2.92047 -4.97681  -0.03
O: 0.44991 -2.62853 -2.88082  -0.15
P: -0.84070 -2.04245 -2.26226  0.45
O: -0.56523 -1.66516 -0.83717  -0.44
C: -1.34067 -0.58675 -3.20970  -0.19
P: -0.27086 0.84124 -2.97246  0.47
O: -0.05592 1.13836 -1.50465  -0.45
O: -0.92897 2.09190 -3.60838  -0.15
C: -1.01266 2.33919 -5.07461  -0.41
C: -0.34390 3.66694 -5.32930  -0.02
C: -2.47293 2.30404 -5.45324  -0.03
O: 1.02400 0.45682 -3.73560  -0.18
C: 2.32732 1.15781 -3.55188  -0.39
C: 2.96341 1.23611 -4.91658  -0.02
C: 3.12684 0.37234 -2.54083  -0.02
O: -1.91839 -3.13336 -2.45725  -0.15
C: -3.31539 -3.29145 -2.01643  -0.37
C: -4.23460 -2.72191 -3.06972  -0.03
C: -3.50957 -2.68450 -0.64229  -0.06
H: 0.74982 -5.54196 -4.54643  0.10
H: -0.10294 -5.23756 -3.02872  0.08
H: 1.65060 -4.98734 -3.12905  0.10
H: -0.47477 -3.36686 -4.60344  0.14
H: 2.55702 -2.99828 -4.46135  0.10
H: 1.41756 -1.87850 -5.23574  0.07
H: 1.65850 -3.50257 -5.89640  0.10
H: -2.35082 -0.29661 -2.90615  0.08
H: -1.37319 -0.85592 -4.26934  0.10
H: -0.46060 1.53490 -5.56719  0.13
H: -0.86707 4.46356 -4.80075  0.10
H: -0.36808 3.88752 -6.39643  0.10
H: 0.69716 3.65567 -5.00668  0.08
H: -3.02374 3.07596 -4.91633  0.10
H: -2.92366 1.33455 -5.23756  0.08
H: -2.57445 2.49066 -6.52217  0.10
H: 2.09583 2.15771 -3.17681  0.14
H: 3.15500 0.23599 -5.30601  0.09
H: 3.91557 1.76118 -4.84242  0.10
H: 2.33133 1.77593 -5.62098  0.08
H: 3.30428 -0.63985 -2.90406  0.09
H: 2.60848 0.31574 -1.58362  0.07
H: 4.09132 0.85651 -2.38591  0.10
H: -3.42261 -4.37332 -1.97056  0.16
H: -4.20916 -1.62991 -3.08380  0.08
H: -5.25852 -3.02277 -2.84747  0.10
H: -3.98188 -3.10247 -4.05830  0.10
H: -3.41147 -1.59568 -0.69447  0.08
H: -2.78800 -3.08065 0.07279  0.08
H: -4.51500 -2.91738 -0.29164  0.10

The total energy is -183073.039 eV. The net charge is +2. The gap between HOMO and LUMO comes out at 9.720 eV.